# 1
C23H26N2O5S | the ωB97M-V functional and the def2-TZVPD basis

Geometry as ORCA input:
```
! RIJCOSX wB97M-V def2-TZVPD def2/J DEFGRID3
* xyz 0 1
C -0.6861 4.9127 3.9219
O -0.3711 5.7822 2.8596
C -0.2487 5.2598 1.6113
C 0.0537 6.1727 0.5957
C 0.1991 5.7446 -0.7079
C 0.0484 4.4072 -1.0308
C -0.2523 3.4944 -0.0247
C -0.4035 2.0875 -0.3207
N -0.6284 1.1356 0.5390
C -0.6535 -0.0214 -0.1877
C -0.8168 -1.3223 0.4910
S -2.3068 -2.2418 -0.0139
O -3.5015 -1.5297 0.3250
O -2.1607 -2.6505 -1.3957
C -2.2017 -3.7713 0.9906
C -0.8039 -4.3500 0.8560
O -0.0741 -4.5170 1.8119
N -0.4760 -4.6434 -0.4156
C 0.8524 -5.0579 -0.8190
C 1.6974 -3.8722 -1.3058
C 2.4168 -3.1534 -0.1520
C 2.6213 -1.6799 -0.3895
C 2.4205 -0.7709 0.6432
C 2.5794 0.5880 0.4379
C 2.9428 1.0628 -0.8101
C 3.1675 0.1669 -1.8410
C 3.0118 -1.1929 -1.6315
C -0.4441 0.2876 -1.5074
C -0.3527 -0.5146 -2.7501
O -0.2883 1.6291 -1.5841
C -0.4000 3.9176 1.2968
H -0.7414 5.5414 4.8092
H -1.6503 4.4202 3.7641
H 0.0901 4.1541 4.0621
H 0.1677 7.2119 0.8600
H 0.4322 6.4613 -1.4810
H 0.1609 4.0656 -2.0474
H 0.0056 -1.9941 0.2679
H -0.9104 -1.1598 1.5606
H -2.9604 -4.4416 0.5949
H -2.4201 -3.5168 2.0233
H -1.0843 -4.2865 -1.1445
H 1.3235 -5.5379 0.0411
H 0.7395 -5.7931 -1.6198
H 1.0344 -3.1746 -1.8243
H 2.4277 -4.2339 -2.0306
H 3.3909 -3.6253 0.0074
H 1.8513 -3.2893 0.7718
H 2.1335 -1.1320 1.6204
H 2.4063 1.2781 1.2500
H 3.0521 2.1243 -0.9767
H 3.4633 0.5283 -2.8154
H 3.1989 -1.8811 -2.4433
H -1.0001 -1.3840 -2.6769
H 0.6757 -0.8401 -2.9110
H -0.6556 0.0965 -3.5967
H -0.6330 3.1700 2.0359
*
```

Calculated values
SMILES	COc1cccc(-c2nc(CS(=O)(=O)CC(=O)NCCCc3ccccc3)c(C)o2)c1
energy above the lowest of the compared OMol25 structures with the same formula, charge and spin	37.8	kcal per mole
gap between HOMO and LUMO	8.70	eV
highest occupied orbital energy	-8.2	eV

---

# 2
C10H12N2O | the ωB97M-V functional and the def2-TZVPD basis

Geometry as ORCA input:
```
! RIJCOSX wB97M-V def2-TZVPD def2/J DEFGRID3
* xyz 0 1
C -0.1168 1.0220 3.5598
C -0.0623 -0.3257 3.2911
C -0.2788 1.9885 2.5078
C -0.2581 -0.7927 1.9973
C -0.4565 1.5318 1.2028
C -0.4655 0.1342 1.0032
C 0.2744 -2.0479 -1.5879
C 1.2447 -1.1838 -1.7857
C -0.9228 -1.4732 -0.9186
C 0.4752 1.0771 -3.1405
N -0.7123 -0.2098 -0.3790
N 1.2416 0.0540 -1.1862
O 1.1768 1.1368 -1.9148
H -0.1736 1.3301 4.5171
H 0.1763 -0.9575 4.1038
H -0.4347 3.0385 2.7513
H -0.1715 -1.8616 1.6716
H -0.7197 2.0936 0.3159
H 0.2817 -3.0525 -1.5812
H 2.1594 -1.3984 -2.2694
H -1.6587 -1.4290 -1.7312
H -1.2043 -2.0577 -0.0901
H -0.6432 0.9771 -2.9185
H 0.7545 0.2281 -3.8756
H 0.4943 2.1782 -3.5430
*
```

Calculated values
energy above the lowest of the compared OMol25 structures with the same formula, charge and spin	169.4	kcal per mole
gap between HOMO and LUMO (alpha / beta)	8.09 / 7.65	eV
highest occupied orbital energy (alpha / beta)	-7.7 / -7.7	eV

---

# 3
C47H52Cl6N9O2Tl | the ωB97M-V functional and the def2-TZVPD basis

Geometry as ORCA input:
```
! RIJCOSX wB97M-V def2-TZVPD def2/J DEFGRID3
* xyz -2 1
Tl -5.9553 -19.5886 17.0313
N -6.7178 -16.9838 15.3547
C -6.9402 -15.5625 14.9030
C -7.7328 -15.5026 13.6005
C -9.2151 -15.8427 13.7854
N -9.4540 -17.3170 13.7706
H -6.3115 -17.0295 16.2876
H -6.0086 -17.3445 14.7391
H -5.9475 -15.0695 14.7592
H -7.3727 -15.0701 15.7570
H -7.2628 -16.1143 12.8402
H -7.6741 -14.4587 13.2130
H -9.8342 -15.4186 12.9729
H -9.5671 -15.4498 14.8056
H -8.7413 -17.7474 14.3308
H -9.4090 -17.6138 12.8200
Cl -4.9964 -19.1825 13.0390
C -3.7257 -19.6979 14.1266
C -3.6369 -19.0687 15.3619
C -2.5379 -19.3688 16.0816
Cl -2.3729 -18.4844 17.6280
C -1.5112 -20.2214 15.6769
Cl -0.1658 -20.6598 16.7087
C -1.6583 -20.8877 14.4577
Cl -0.5192 -22.0894 14.0370
C -2.7451 -20.6316 13.6661
Cl -2.9357 -21.5288 12.1248
N -5.5574 -13.4164 21.0299
C -6.0211 -12.4969 21.9929
C -5.3888 -11.9266 23.0717
C -6.1595 -11.0911 23.8714
C -7.4455 -10.7501 23.5512
C -8.1143 -11.3144 22.4486
C -7.4298 -12.3387 21.7565
N -7.8392 -13.2513 20.8954
C -6.7316 -14.0342 20.4871
C -6.7180 -15.2437 19.9066
C -5.4990 -16.0187 19.6641
C -5.4610 -17.0774 18.8918
N -6.5360 -17.6252 18.2918
C -7.7806 -17.0222 18.6866
C -7.8495 -15.8702 19.3443
H -4.7908 -14.0188 21.2707
H -4.4379 -12.0669 23.3700
H -5.7000 -10.5058 24.6499
H -7.8877 -9.9674 24.1569
H -9.1123 -10.9816 22.2993
H -4.4958 -15.6099 19.9632
H -4.5340 -17.5279 18.7281
H -8.6481 -17.4075 18.1921
H -8.8287 -15.4701 19.5026
C -13.2724 -16.0380 17.4070
C -12.6561 -17.0904 18.3742
C -13.2998 -16.7396 19.7600
C -11.1544 -16.8083 18.4053
C -13.0713 -18.5358 17.9080
O -14.4940 -18.4769 17.6074
C -13.0354 -19.6814 18.9515
C -11.7292 -19.9947 19.7173
C -11.9162 -21.2445 20.5644
C -12.0471 -21.2087 21.9437
C -12.2444 -22.3612 22.7207
C -12.3101 -23.5754 22.0625
Cl -12.7212 -25.0527 23.0056
C -12.1591 -23.6735 20.6807
C -12.0225 -22.4950 19.9078
C -12.4525 -18.9637 16.5667
N -11.3076 -19.8645 16.7297
C -9.9839 -19.5955 16.7366
N -9.3350 -20.6865 16.9106
C -10.2386 -21.6592 16.9082
N -11.4789 -21.2133 16.8372
H -12.9841 -15.1032 17.7862
H -14.3494 -16.1470 17.4418
H -12.8704 -16.0881 16.3673
H -12.9578 -15.7820 20.1093
H -13.0052 -17.4996 20.4663
H -14.3653 -16.7605 19.6912
H -10.8811 -15.7766 18.5772
H -10.7579 -16.9151 17.4015
H -10.5550 -17.4438 19.0699
H -14.9544 -18.0310 18.3565
H -13.2888 -20.5884 18.4141
H -13.9308 -19.4663 19.5914
H -11.4131 -19.1862 20.5057
H -10.9712 -20.1669 18.9913
H -11.8706 -20.2586 22.4401
H -12.3714 -22.2674 23.7566
H -12.0956 -24.6549 20.2952
H -11.9707 -22.6096 18.8154
H -12.0806 -18.0869 16.0352
H -13.2071 -19.5392 16.0573
H -9.5858 -18.6029 16.7179
H -9.8747 -22.6696 16.9345
C -9.7323 -16.7201 22.6243
C -8.2169 -16.7939 22.5814
C -7.5650 -15.8345 23.5285
O -7.7869 -18.0984 23.1448
H -10.0593 -15.7286 22.3072
H -10.0799 -17.0606 23.5991
H -10.1130 -17.4142 21.8710
H -7.8736 -16.5909 21.5466
H -7.9211 -16.1378 24.5434
H -7.8641 -14.7905 23.3890
H -6.4820 -15.8346 23.4427
N -6.8421 -24.2256 20.6072
C -6.9521 -23.1049 20.9071
C -7.0959 -21.7315 21.2503
C -6.5454 -21.3849 22.4944
C -6.7379 -20.1721 23.0697
C -7.6106 -19.1924 22.4279
C -8.0822 -19.5158 21.1759
C -7.8750 -20.7758 20.5788
H -5.8214 -22.0956 22.9619
H -6.2874 -19.8673 23.9863
H -8.6634 -18.7304 20.6471
H -8.3146 -20.9860 19.6429
*
```

Calculated values
energy above the lowest of the compared OMol25 structures with the same formula, charge and spin	49.7	kcal per mole
gap between HOMO and LUMO	3.17	eV
highest occupied orbital energy	0.2	eV

---

# 4
C32H26BO18 | the ωB97M-V functional and the def2-TZVPD basis

Geometry as ORCA input:
```
! RIJCOSX wB97M-V def2-TZVPD def2/J DEFGRID3
* xyz -1 1
O -3.1416 -0.6919 1.7398
C -3.0834 -1.8640 2.0553
C -4.1790 -2.7006 2.6326
B -5.7609 -2.1911 2.5116
O -6.0658 -1.5357 1.1992
C -1.7482 -2.5580 1.8615
C -0.8832 -2.7476 2.9285
C 0.3570 -3.3475 2.7386
C 0.7382 -3.7712 1.4698
C -0.1225 -3.5863 0.3971
C -1.3561 -2.9880 0.5876
H -3.8819 -2.8427 3.6846
H -4.0532 -3.6994 2.1877
H -6.0385 -1.4447 3.4539
H -6.4571 -3.2284 2.6361
H -6.2702 -2.2331 0.5755
H -1.1947 -2.4202 3.9143
H 1.0209 -3.4912 3.5838
H 1.6932 -4.2562 1.3168
H 0.1693 -3.9122 -0.5942
H -2.0392 -2.8331 -0.2394
C 0.1253 -0.2692 -1.4964
C -0.1688 -0.6580 -2.7433
C 0.6709 -0.2662 -3.9315
O 0.3221 -0.6780 -5.0257
C 1.8228 0.5860 -3.7191
C 2.1199 0.9775 -2.4732
C 1.2988 0.5533 -1.2757
O 1.6868 0.9450 -0.1920
O 3.1385 1.7627 -2.1561
O -1.2155 -1.4115 -3.0586
H -0.4810 -0.5491 -0.6435
H 2.4029 0.8837 -4.5817
H 3.0825 1.8721 -1.1837
H -1.1759 -1.5423 -4.0248
C -3.4999 2.7686 -5.6415
C -2.2482 2.7154 -5.1659
C -1.9555 2.5955 -3.6874
O -0.7735 2.5347 -3.3779
C -3.0461 2.5567 -2.7511
C -4.3029 2.6115 -3.2250
C -4.6044 2.7135 -4.7071
O -5.7790 2.7494 -5.0233
O -5.3748 2.5832 -2.4640
O -1.1651 2.7628 -5.9221
H -3.7216 2.8529 -6.6957
H -2.8225 2.4694 -1.6966
H -6.1478 2.6116 -3.0606
H -0.4017 2.7064 -5.3136
C 5.6600 -6.3044 5.4663
C 4.6020 -6.3774 4.6458
C 3.9760 -5.1492 4.0213
O 3.0319 -5.3441 3.2803
C 4.5242 -3.8467 4.3376
C 5.5791 -3.7759 5.1606
C 6.2181 -5.0049 5.7684
O 7.1820 -4.8149 6.4899
O 6.1668 -2.6457 5.5208
O 4.0063 -7.5041 4.2981
H 6.1148 -7.1762 5.9144
H 4.0620 -2.9742 3.8968
H 6.8993 -2.9018 6.1152
H 3.2739 -7.2484 3.7003
C 0.8651 5.5355 0.1542
C 0.7639 5.0266 -1.0862
C 0.8475 5.8980 -2.3242
O 0.7588 5.3371 -3.4004
C 1.0237 7.3268 -2.1600
C 1.1213 7.8266 -0.9214
C 1.0572 6.9553 0.3144
O 1.1765 7.5355 1.3809
O 1.2851 9.1112 -0.6459
O 0.5849 3.7483 -1.3406
H 0.8060 4.9190 1.0402
H 1.0712 7.9435 -3.0462
H 1.3250 9.1641 0.3311
H 0.5282 3.6458 -2.3153
*
```

Calculated values
gap between HOMO and LUMO	4.04	eV
highest occupied orbital energy	-4.3	eV

---

# 5
C5H7NO | the ωB97M-V functional and the def2-TZVPD basis

Geometry as ORCA input:
```
! RIJCOSX wB97M-V def2-TZVPD def2/J DEFGRID3
* xyz 0 1
C 0.5082 1.4226 0.4667
C -0.2553 0.2885 -0.1716
C -1.4549 0.6224 -0.9290
O -2.0569 -0.0689 -1.7353
C -0.1010 -1.9044 -1.0280
C 0.1516 -1.0286 0.0418
N 1.0121 -1.3777 1.0503
H 0.1717 2.3899 0.0812
H 1.5825 1.3458 0.2548
H 0.3854 1.4479 1.5584
H -1.8401 1.6365 -0.6895
H -1.1533 -1.9271 -1.3362
H 1.4842 -0.6419 1.5537
H 1.5657 -2.2050 0.8828
*
```

Calculated values
energy above the lowest of the compared OMol25 structures with the same formula, charge and spin	100.6	kcal per mole
gap between HOMO and LUMO (alpha / beta)	7.63 / 7.52	eV
highest occupied orbital energy (alpha / beta)	-8.4 / -8.6	eV

---

# 6
C4H11N2S | the ωB97M-V functional and the def2-TZVPD basis

Geometry as ORCA input:
```
! RIJCOSX wB97M-V def2-TZVPD def2/J DEFGRID3
* xyz 1 1
C 0.4372 -0.0433 0.8505
C 0.8519 -1.3294 0.1782
C -1.3689 0.8854 -0.3665
C 0.6812 2.1311 -0.3332
N -0.1186 0.9475 -0.0271
N -0.3452 -2.0022 -0.3261
S -2.5818 -0.2633 -0.0454
H -0.3157 -0.3697 1.6298
H 1.3522 0.3088 1.4078
H 1.5911 -1.0842 -0.6740
H 1.2323 -1.8098 1.0946
H -1.7124 1.7339 -0.9999
H 1.3055 2.4208 0.5682
H 1.2992 2.0189 -1.3107
H 0.0197 3.0075 -0.5913
H -0.1763 -2.3046 -1.3289
H -0.3414 -2.8894 0.1506
H -1.8097 -1.3581 0.1233
*
```

Calculated values
energy above the lowest of the compared OMol25 structures with the same formula, charge and spin	32.5	kcal per mole
gap between HOMO and LUMO	9.61	eV
highest occupied orbital energy	-13.8	eV